Entry 1:
A molecular structure, C32H22ClN5O3Rb, computed with ωB97M-V/def2-TZVPD.

Computed properties:
Total charge: -1
Energy relative to the best compared isomer or geometry (same formula, charge and spin), kcal per mole: 1.0
Frontier orbital gap, eV: 6.18

Element x y z (Å)
Rb 0.6746 -0.0284 0.1168
Cl 7.2671 -3.1152 -0.9691
C 5.7529 -2.5387 -0.2936
C 5.7770 -1.5924 0.7491
C 4.6122 -1.1626 1.3072
C 3.3142 -1.6423 0.8854
O 2.2731 -1.2757 1.4810
C 3.3250 -2.5609 -0.2392
C 2.1424 -3.1251 -0.8352
N 0.9159 -2.8337 -0.5769
C -0.0819 -3.6713 -1.0559
C 0.0446 -5.0431 -1.0727
C -0.9988 -5.8821 -1.5169
C -2.1857 -5.3594 -1.9335
C -2.3746 -3.9544 -1.9068
C -3.5910 -3.3557 -2.3089
C -3.7328 -2.0033 -2.2518
C -2.6403 -1.2366 -1.7906
N -1.4975 -1.7480 -1.4214
C -1.3391 -3.1011 -1.4664
C 4.5615 -2.9997 -0.7639
H 6.7302 -1.2191 1.1039
H 4.6162 -0.4442 2.1172
H 2.3530 -3.8785 -1.6108
H 0.9613 -5.4817 -0.7001
H -0.8486 -6.9547 -1.5143
H -2.9943 -5.9953 -2.2727
H -4.3986 -3.9899 -2.6573
H -4.6511 -1.5139 -2.5470
H -2.7241 -0.1552 -1.7309
H 4.5544 -3.7327 -1.5643
C 6.9105 6.3660 4.9601
O 5.8964 5.4181 5.2052
C 4.6137 5.7976 4.9135
C 3.6365 4.8103 5.0519
C 2.3186 5.0921 4.7689
C 1.9425 6.3689 4.3466
C 2.9066 7.3524 4.2558
C 4.2485 7.0743 4.5174
N 0.5576 6.7431 4.1986
N -0.2203 6.0798 3.4835
C 0.1961 5.0663 2.5983
C 1.3747 5.0723 1.8623
C 1.6381 4.1417 0.8793
C 0.7277 3.1023 0.5415
O 0.8954 2.3293 -0.4284
C -0.4595 2.9972 1.4213
N -1.2273 1.8817 1.3146
C -2.3031 1.7797 2.0561
C -2.7239 2.7878 2.9411
C -1.9425 3.8966 3.0956
C -0.7438 4.0218 2.3544
H 7.8538 5.8733 5.1817
H 6.8055 7.2437 5.6050
H 6.9078 6.6890 3.9151
H 3.9384 3.8225 5.3745
H 1.5668 4.3184 4.8621
H 2.6108 8.3502 3.9548
H 4.9805 7.8626 4.4171
H 2.0929 5.8655 2.0265
H 2.5405 4.2111 0.2853
H -2.8749 0.8608 1.9615
H -3.6399 2.6646 3.5051
H -2.2112 4.6855 3.7854

Atomic partial charges in e from the Löwdin method, atoms 1 to 5: number 1, Rb, carries 1.15; number 2, Cl, carries 0.58; number 3, C, carries -0.69; number 4, C, carries -0.12; number 5, C, carries -0.02


Entry 2:
A molecular structure, C32H22N5OPdS6, computed with ωB97M-V/def2-TZVPD.

Computed properties:
Total charge: +1
Energy relative to the best compared isomer or geometry (same formula, charge and spin), kcal per mole: 70.4
Frontier orbital gap (alpha / beta), eV: 3.23 / 3.21

Element x y z (Å)
Pd 0.2461 -1.6744 -0.1220
C -0.5992 -0.5227 3.9247
C 0.0676 -1.4533 4.7214
C 0.4781 -2.6381 4.1615
C 0.2256 -2.8921 2.7984
N -0.3922 -1.9587 2.0340
C -0.7963 -0.8155 2.5918
N 0.5123 -4.1286 2.3382
C 0.6109 -4.5101 1.1119
N 0.6304 -3.7452 -0.0212
C 0.6218 -4.5467 -1.1289
N 0.5559 -4.1939 -2.3664
C 0.1732 -3.0051 -2.8726
C 0.4715 -2.7340 -4.2238
C -0.0833 -1.6362 -4.8359
C -0.9685 -0.8292 -4.1187
C -1.2141 -1.1382 -2.7963
N -0.6380 -2.1697 -2.1733
C 0.6786 -5.9444 -0.6885
C 0.6666 -7.1361 -1.3843
C 0.6579 -8.3130 -0.6440
C 0.6717 -8.2887 0.7444
C 0.6796 -7.0898 1.4502
C 0.6778 -5.9216 0.7153
H -0.9649 0.4055 4.3311
H 0.2350 -1.2531 5.7691
H 0.9771 -3.4030 4.7332
H -1.3126 -0.1183 1.9352
H 1.1200 -3.4166 -4.7477
H 0.1325 -1.4142 -5.8705
H -1.4555 0.0121 -4.5875
H -1.9236 -0.5673 -2.2013
H 0.6609 -7.1524 -2.4616
H 0.6369 -9.2607 -1.1611
H 0.6677 -9.2196 1.2895
H 0.6788 -7.0595 2.5285
C -1.9882 8.2940 -1.8485
C -1.2579 7.0032 -1.7198
O -1.1094 6.3391 -0.7327
S -0.6167 6.4656 -3.3083
C -0.0320 4.8631 -2.8125
C 1.1087 4.7531 -2.0284
C 1.4705 3.5235 -1.5221
C 0.6748 2.4055 -1.7895
C -0.4475 2.5240 -2.6208
C -0.7920 3.7491 -3.1418
C 0.9237 1.1599 -1.1821
C 1.0327 0.1089 -0.5602
H -1.7814 8.9211 -0.9844
H -3.0580 8.0835 -1.8627
H -1.7184 8.8036 -2.7694
H 1.6961 5.6303 -1.8092
H 2.3463 3.4112 -0.9009
H -1.0435 1.6479 -2.8225
H -1.6591 3.8602 -3.7751
C -0.7546 3.4882 1.0283
S -1.4631 3.2176 2.6735
C -0.1034 3.1419 3.7574
C 1.1029 2.4785 3.5903
S 1.5952 1.5172 2.3078
S 2.1955 2.5933 4.9761
C 1.1206 3.4333 6.0546
S 1.5257 3.8237 7.5902
S -0.4103 3.8554 5.3179
H -1.5917 3.4016 0.3428
H -0.0015 2.7405 0.8054
H -0.3504 4.4945 0.9739

Atomic partial charges in e from the Löwdin method, atoms 1 to 5: number 1, Pd, carries 0.86; number 2, C, carries -0.10; number 3, C, carries -0.05; number 4, C, carries 0.01; number 5, C, carries -0.31


Entry 3:
A molecular structure, C32H23F5NO2PSe2V, computed with ωB97M-V/def2-TZVPD.

Computed properties:
Spin multiplicity: 2
Total charge: +2
Energy relative to the best compared isomer or geometry (same formula, charge and spin), kcal per mole: 16.3
Frontier orbital gap (alpha / beta), eV: 6.01 / 6.73

Element x y z (Å)
V -0.4380 -0.1908 0.0780
Se 2.7470 -0.2995 0.4132
P 2.3025 1.8836 0.3021
Se 0.1542 2.1200 0.7328
C 2.6656 2.4247 -1.3754
C 3.8934 2.0422 -1.9296
C 4.2403 2.4879 -3.1911
C 3.3711 3.3135 -3.8999
C 2.1575 3.6959 -3.3490
C 1.7973 3.2562 -2.0820
C 3.2859 2.7180 1.5268
C 2.9499 4.0422 1.8210
C 3.7197 4.7469 2.7271
C 4.8096 4.1339 3.3380
C 5.1373 2.8184 3.0440
C 4.3783 2.1014 2.1323
H 4.5767 1.4115 -1.3719
H 5.1904 2.2000 -3.6201
H 3.6470 3.6646 -4.8854
H 1.4901 4.3454 -3.8987
H 0.8510 3.5629 -1.6534
H 2.0952 4.5193 1.3546
H 3.4692 5.7720 2.9621
H 5.4051 4.6887 4.0505
H 5.9836 2.3463 3.5237
H 4.6500 1.0790 1.9019
F -2.5805 2.0652 -0.6941
C -3.1956 0.9860 -0.1842
C -2.4415 -0.1468 0.1423
C -3.1631 -1.2441 0.6375
F -2.5502 -2.3715 0.9858
C -4.5345 -1.2097 0.7950
F -5.1830 -2.2592 1.2649
C -5.2351 -0.0574 0.4629
F -6.5344 -0.0163 0.6175
C -4.5613 1.0541 -0.0321
F -5.2290 2.1474 -0.3542
C 2.3201 -2.4896 -4.9880
O 1.8148 -1.6770 -3.9242
C 0.5158 -1.3061 -3.9673
C -0.3250 -1.5925 -5.0402
C -1.6120 -1.0840 -5.0960
C -2.0844 -0.2554 -4.0923
C -1.2669 0.0052 -3.0088
C 0.0007 -0.5495 -2.9061
N 0.7482 -0.1766 -1.6850
C 2.0079 -0.9163 -1.3573
C 1.8251 -2.3781 -1.1228
C 2.7142 -3.3334 -1.6034
C 2.5362 -4.6693 -1.2848
C 1.4715 -5.0712 -0.4851
C 0.5767 -4.1397 0.0182
C 0.7869 -2.8115 -0.3061
O -0.0669 -1.8596 0.1702
H 3.3654 -2.6672 -4.7552
H 2.2504 -1.9685 -5.9428
H 1.7874 -3.4399 -5.0356
H 0.0322 -2.1992 -5.8584
H -2.2335 -1.3180 -5.9495
H -3.0683 0.1879 -4.1528
H -1.6092 0.6909 -2.2446
H 1.0384 0.7947 -1.8333
H 2.7557 -0.7220 -2.1165
H 3.5448 -3.0279 -2.2270
H 3.2317 -5.4071 -1.6609
H 1.3429 -6.1186 -0.2483
H -0.2582 -4.4209 0.6444

Atomic partial charges in e from the Löwdin method, atoms 1 to 5: number 1, V, carries 0.84; number 2, Se, carries 0.98; number 3, P, carries 0.46; number 4, Se, carries 0.58; number 5, C, carries -0.42


Entry 4:
A molecular structure, C32H23F5NP2PdS3, computed with ωB97M-V/def2-TZVPD.

Computed properties:
Spin multiplicity: 3
Total charge: -1
Energy relative to the best compared isomer or geometry (same formula, charge and spin), kcal per mole: 0.0
Frontier orbital gap (alpha / beta), eV: 5.18 / 5.66

Element x y z (Å)
Pd -0.8842 -0.8632 -2.5302
C -0.0553 2.0814 0.7739
N -0.0745 0.6592 0.4583
P -0.9951 -0.4020 1.5646
C -1.0940 0.3464 3.1859
C -0.0392 0.8098 3.8993
C -0.2618 1.4388 5.1513
C -1.5388 1.7166 5.5788
C -2.6239 1.3086 4.7493
C -2.3949 0.5281 3.6396
C 0.1309 -1.8193 1.8032
C -0.3180 -3.0286 1.1466
C 0.4484 -4.1845 1.2836
C 1.6674 -4.1664 1.9464
C 2.0196 -3.0318 2.6754
C 1.2479 -1.8819 2.6774
P 0.4932 0.2118 -1.1572
C 2.1454 -0.4359 -1.0683
C 2.8592 -0.3657 0.1862
C 4.1473 -0.9181 0.2996
C 4.7358 -1.6340 -0.7533
C 4.0388 -1.7179 -1.9694
C 2.8411 -1.0181 -2.1333
C 0.9636 1.8125 -1.9168
C 2.1775 2.5528 -1.6630
C 2.4226 3.7702 -2.2810
C 1.5308 4.2798 -3.1627
C 0.2851 3.6811 -3.3575
C 0.0538 2.4296 -2.7974
H -0.3673 2.2680 1.7862
H -0.6962 2.6547 0.0700
H 0.9486 2.4549 0.6639
H 1.0069 0.7445 3.6037
H 0.5953 1.7801 5.7661
H -1.7459 2.2131 6.5125
H -3.6568 1.5319 5.0721
H -3.2259 0.2213 2.9890
H -1.2149 -3.0813 0.5459
H 0.0300 -5.1529 0.8738
H 2.2640 -5.0541 1.8734
H 2.8562 -3.0392 3.3623
H 1.4714 -1.0776 3.3662
H 2.3919 0.1052 1.0588
H 4.5733 -0.8314 1.2738
H 5.7230 -2.1212 -0.6289
H 4.5088 -2.2018 -2.8486
H 2.3580 -0.9578 -3.1128
H 2.9713 2.2207 -0.9604
H 3.2897 4.3332 -2.0129
H 1.7720 5.1753 -3.6976
H -0.4808 4.2311 -3.9173
H -0.8456 1.8644 -3.0520
S -0.1455 -2.9008 -6.5913
C -0.4346 -2.3883 -5.0466
S -1.6255 -1.1315 -4.6496
S 0.4214 -2.7264 -3.5691
F -2.5326 2.1649 -1.6261
C -3.2791 1.0093 -1.6803
C -2.6058 -0.2138 -1.6030
C -3.3393 -1.2705 -1.1147
F -2.6706 -2.3174 -0.5373
C -4.7512 -1.2824 -1.0137
F -5.3934 -2.4276 -0.5592
C -5.4030 -0.1631 -1.4805
F -6.7251 -0.1158 -1.8031
C -4.6630 1.0730 -1.6408
F -5.3087 2.2503 -1.9012

Atomic partial charges in e from the Löwdin method, atoms 1 to 5: number 1, Pd, carries 0.30; number 2, C, carries -0.17; number 3, N, carries -0.46; number 4, P, carries 1.06; number 5, C, carries -0.42


Entry 5:
A molecular structure, C32H23N2O3Pd, computed with ωB97M-V/def2-TZVPD.

Computed properties:
Spin multiplicity: 3
Total charge: -1
Frontier orbital gap (alpha / beta), eV: 5.12 / 7.40

Element x y z (Å)
Pd 0.4962 -0.0572 -1.3231
C 1.7320 4.0215 -1.4614
C 1.3269 4.4076 -2.7619
C 0.8109 3.4729 -3.6092
C 0.6858 2.1208 -3.1981
N 0.9999 1.7898 -1.8892
C 1.5205 2.7200 -1.0783
C 0.3124 1.0484 -4.0426
C 0.0315 1.1736 -5.4273
C -0.3311 0.0736 -6.1511
C -0.4162 -1.1814 -5.5199
C -0.1161 -1.2463 -4.1765
N 0.2300 -0.1878 -3.4473
H 2.1677 4.7233 -0.7651
H 1.4185 5.4385 -3.0810
H 0.4912 3.7542 -4.6034
H 1.7463 2.3837 -0.0757
H 0.1133 2.1392 -5.9069
H -0.5466 0.1695 -7.2087
H -0.6972 -2.0738 -6.0598
H -0.1486 -2.1877 -3.6461
O 2.3487 -4.7185 -3.1333
C 1.5515 -5.1338 -2.1119
C 1.3649 -6.4977 -1.8890
C 0.5439 -6.9453 -0.8691
C -0.1103 -6.0300 -0.0585
C 0.0730 -4.6758 -0.2866
C 0.9023 -4.1972 -1.2985
C 1.0579 -2.6989 -1.4634
O 1.9468 -2.2090 -2.1541
O 0.1724 -2.0169 -0.8118
H 2.6759 -5.4988 -3.5925
H 1.8740 -7.2097 -2.5319
H 0.4157 -8.0097 -0.7140
H -0.7579 -6.3664 0.7406
H -0.4296 -3.9364 0.3213
C -0.0412 0.5379 0.4443
C -0.3646 0.9368 1.5596
C -0.7402 1.3854 2.8222
C -0.2967 2.7179 3.2347
C -0.0343 3.0465 4.5726
C 0.4324 4.3035 4.9232
C 0.6527 5.2706 3.9519
C 0.4109 4.9570 2.6188
C -0.0504 3.7024 2.2649
C -1.5434 0.5143 3.6727
C -1.5619 -0.8709 3.4328
C -2.3360 -1.7194 4.2018
C -3.1274 -1.2193 5.2307
C -3.1391 0.1488 5.4676
C -2.3625 1.0035 4.7026
H -0.1673 2.2955 5.3399
H 0.6385 4.5245 5.9639
H 1.0169 6.2522 4.2283
H 0.5836 5.6973 1.8467
H -0.2280 3.4584 1.2244
H -0.9569 -1.2605 2.6236
H -2.3242 -2.7828 3.9954
H -3.7348 -1.8853 5.8307
H -3.7691 0.5581 6.2486
H -2.4139 2.0688 4.8829

Atomic partial charges in e from the Löwdin method, atoms 1 to 5: number 1, Pd, carries 0.97; number 2, C, carries -0.10; number 3, C, carries -0.11; number 4, C, carries -0.05; number 5, C, carries -0.22


Entry 6:
A molecular structure, C32H24BeBrF4N10O4, computed with ωB97M-V/def2-TZVPD.

Computed properties:
Total charge: +1
Energy relative to the best compared isomer or geometry (same formula, charge and spin), kcal per mole: 3.4
Frontier orbital gap (alpha / beta), eV: 5.29 / 5.29

Element x y z (Å)
Be 0.5443 -0.4501 -1.8489
N 0.4114 0.2919 1.2101
C -0.9395 -0.2494 1.1897
C -1.7859 0.3979 2.3205
C -3.3185 0.4739 2.2845
C -4.0881 -0.8531 2.4251
N -3.2914 -1.9717 2.9564
C -2.8431 -3.0054 2.2509
N -2.2728 -4.0377 2.8943
N -2.9505 -3.0164 0.9324
C -1.5830 -0.2702 -0.2089
O -2.7622 -0.6335 -0.3211
O -0.8276 -0.0869 -1.2191
H 1.0921 -0.3333 1.6121
H 0.4575 1.1979 1.6475
H -0.8329 -1.3176 1.3863
H -1.4371 1.4316 2.4095
H -1.4782 -0.0831 3.2519
H -3.6490 0.9512 1.3650
H -3.6153 1.1315 3.1058
H -4.4912 -1.1594 1.4669
H -4.9301 -0.7267 3.1028
H -3.1462 -2.0066 3.9510
H -2.3391 -4.1285 3.8919
H -1.8919 -4.8125 2.3822
H -3.1425 -2.1432 0.4256
H -2.5704 -3.7880 0.4098
F 3.7639 4.8299 1.5551
C 2.4560 4.8400 1.3814
C 1.7123 5.6849 2.0969
F 2.3077 6.4834 2.9556
C 0.2547 5.7314 1.9953
C -0.3092 4.8725 0.9553
C 0.4350 4.0194 0.2527
F -0.1445 3.2900 -0.6864
C 1.8746 3.8899 0.4445
C 2.6126 2.9588 -0.2031
C 2.0058 1.9262 -1.0102
N 1.5861 1.0776 -1.6452
C 4.0474 2.8524 -0.1239
N 5.1877 2.7060 -0.1434
F -1.5941 4.9644 0.6816
C -0.5107 6.4796 2.8143
C -1.9564 6.4431 2.7892
N -3.1028 6.3917 2.8367
C 0.0259 7.3562 3.8273
N 0.3746 8.0686 4.6583
Br 6.7407 -4.3770 1.9131
C 5.0838 -3.7918 1.2188
C 4.9883 -2.5204 0.6765
C 3.7702 -2.1069 0.1543
C 2.6593 -2.9425 0.1976
C 2.7750 -4.2053 0.7593
C 3.9920 -4.6424 1.2617
C 1.3314 -2.4734 -0.3161
O 0.2895 -2.8818 0.1867
O 1.3955 -1.6131 -1.2859
H 5.8550 -1.8723 0.6541
H 3.6747 -1.1255 -0.2967
H 1.9017 -4.8455 0.8029
H 4.0928 -5.6306 1.6888
N 1.1489 -1.0899 -5.6144
C 1.4677 -0.6743 -4.3741
N 0.4257 -0.6638 -3.5786
C -0.6560 -1.1077 -4.3441
C -1.9970 -1.2705 -3.9967
C -2.8464 -1.7250 -4.9828
C -2.3862 -2.0083 -6.2825
C -1.0626 -1.8396 -6.6339
C -0.2127 -1.3804 -5.6325
H 1.7916 -1.1807 -6.3818
H 2.4714 -0.3992 -4.0817
H -2.3449 -1.0275 -2.9988
H -3.8971 -1.8612 -4.7587
H -3.0899 -2.3621 -7.0256
H -0.7078 -2.0499 -7.6355

Atomic partial charges in e from the Löwdin method, atoms 1 to 5: number 1, Be, carries 0.03; number 2, N, carries 0.09; number 3, C, carries -0.28; number 4, C, carries -0.13; number 5, C, carries -0.16


Entry 7:
A molecular structure, C32H24BrF6GdN2O3P2S2, computed with ωB97M-V/def2-TZVPD.

Computed properties:
Spin multiplicity: 7
Total charge: +1
Frontier orbital gap (alpha / beta), eV: 7.86 / 6.21

Element x y z (Å)
Gd -0.3936 0.4598 -0.9753
O -3.4549 2.1030 1.2296
S -2.3741 1.1674 1.0353
O -1.0988 1.8785 0.8530
O -2.5280 0.2178 -0.0878
C -2.2118 0.0686 2.5513
C -3.3654 -0.0949 3.3438
C -3.2275 -0.9142 4.4638
C -1.9718 -1.4584 4.8371
C -0.8707 -1.2250 4.0606
C -0.9765 -0.4854 2.9054
P 0.4115 -0.4184 1.7626
C 1.2201 -2.0916 1.7273
C 0.5288 -3.2910 1.8824
C 1.1104 -4.5021 1.5710
C 2.3616 -4.5398 1.0179
C 3.0112 -3.3714 0.7406
C 2.4764 -2.1618 1.1475
C 1.6967 0.7143 2.5438
C 1.7736 2.0640 2.0786
C 2.6290 2.9731 2.6135
C 3.4772 2.5543 3.6733
C 3.4104 1.2528 4.1330
C 2.5026 0.3586 3.6088
H -4.3582 0.2969 3.0070
H -4.0760 -0.8933 5.1050
H -2.0109 -1.8994 5.7969
H 0.0921 -1.7063 4.2809
H -0.4604 -3.3865 2.2860
H 0.5144 -5.3464 1.7200
H 2.7808 -5.5248 0.7614
H 3.9565 -3.3675 0.2511
H 3.0807 -1.2194 0.9869
H 1.0777 2.3622 1.3155
H 2.6184 4.0151 2.3780
H 4.1468 3.2410 4.1390
H 3.9960 1.1090 5.0160
H 2.5809 -0.6488 3.9287
S -0.9785 -4.3973 -2.7542
C -1.5410 -4.5397 -1.1194
C -1.8727 -3.3507 -0.4835
C -1.5275 -2.2986 -1.3345
C -1.0309 -2.5479 -2.5637
C -0.7370 -1.6527 -3.6873
C -0.5577 -2.0021 -4.9908
C -0.0595 -1.0585 -5.9414
C -0.0702 0.3028 -5.5421
C -0.4349 0.6148 -4.2406
N -0.6888 -0.3446 -3.2845
H -1.7669 -5.5450 -0.7353
H -2.2871 -3.1463 0.5454
H -0.6305 -3.0287 -5.3735
H 0.1315 -1.3551 -6.9485
H 0.2986 1.0504 -6.1791
H -0.4372 1.6475 -3.8468
F 1.4900 1.9236 -1.5550
P 2.9018 0.9525 -1.8480
F 3.7481 2.2761 -2.2424
F 4.0435 -0.1569 -2.1627
F 1.8255 -0.2974 -1.3621
F 2.3828 0.7879 -3.3422
F 3.3325 1.1495 -0.3085
Br -3.5805 6.8190 -2.5283
C -2.6599 5.2188 -2.1614
C -3.2924 4.0274 -2.4662
C -2.5728 2.8278 -2.3059
N -1.3420 2.7952 -1.7928
C -0.7746 3.9611 -1.4262
C -1.3383 5.1678 -1.7154
H -4.2946 4.0001 -2.9632
H -3.1020 1.8716 -2.4849
H 0.1867 3.9540 -1.0042
H -0.8391 6.0839 -1.5408

Atomic partial charges in e from the Löwdin method, atoms 1 to 5: number 1, Gd, carries 1.68; number 2, O, carries -0.25; number 3, S, carries 0.47; number 4, O, carries -0.47; number 5, O, carries -0.46